Computed, not measured: a molecular structure, C35H34CdN8O4S, with ωB97M-V/def2-TZVPD.

```
! RIJCOSX wB97M-V def2-TZVPD def2/J DEFGRID3
* xyz 0 1
Cd -0.54 0.27 0.12
O -3.46 2.96 6.10
C -2.26 3.10 5.83
O -1.34 3.71 6.40
C -1.83 2.40 4.51
C -0.52 2.47 4.07
C -0.16 1.81 2.90
N -1.04 1.10 2.20
C -2.31 1.04 2.61
C -2.74 1.67 3.76
C -3.24 0.22 1.78
C -4.62 0.27 1.96
C -5.42 -0.56 1.20
C -4.84 -1.43 0.29
C -3.47 -1.40 0.15
N -2.69 -0.59 0.86
C 1.24 1.82 2.40
C 2.18 2.74 2.88
C 3.48 2.67 2.44
C 3.84 1.67 1.54
C 2.85 0.82 1.09
N 1.57 0.89 1.49
H 0.18 3.02 4.68
H -3.75 1.62 4.14
H -5.04 0.95 2.68
H -6.50 -0.53 1.33
H -5.44 -2.10 -0.31
H -2.95 -2.05 -0.55
H 1.87 3.50 3.58
H 4.22 3.38 2.80
H 4.85 1.57 1.17
H 3.08 0.04 0.37
N 0.55 -1.95 0.87
C 0.14 -3.36 0.70
C 0.05 -3.73 -0.77
N -0.81 -2.74 -1.38
C -0.93 -2.61 -2.81
C -1.87 -1.43 -3.07
N -1.46 -0.26 -2.28
H 0.48 -1.68 1.85
H 1.53 -1.83 0.63
H 0.82 -4.04 1.22
H -0.85 -3.46 1.15
H 1.07 -3.76 -1.21
H -0.36 -4.73 -0.87
H -0.46 -1.86 -1.04
H 0.04 -2.43 -3.32
H -1.35 -3.52 -3.25
H -1.91 -1.22 -4.14
H -2.87 -1.71 -2.75
H -0.64 0.19 -2.65
H -2.20 0.44 -2.24
O -0.66 3.92 0.42
S -1.10 3.12 -0.70
O -2.28 2.29 -0.51
N 0.00 2.07 -1.20
C 1.32 2.42 -1.45
C 1.85 3.69 -1.40
C 3.20 3.93 -1.74
C 4.03 2.92 -2.11
C 3.53 1.59 -2.15
C 4.35 0.49 -2.49
C 3.82 -0.77 -2.48
C 2.47 -0.92 -2.12
N 1.68 0.07 -1.80
C 2.18 1.34 -1.82
C -1.40 4.22 -2.05
C -1.61 3.70 -3.32
C -1.85 4.56 -4.37
C -1.89 5.93 -4.15
C -1.68 6.44 -2.88
C -1.43 5.58 -1.82
H 1.24 4.52 -1.09
H 3.57 4.94 -1.69
H 5.07 3.10 -2.37
H 5.38 0.66 -2.75
H 4.41 -1.64 -2.73
H 2.03 -1.92 -2.09
H -1.57 2.62 -3.47
H -2.01 4.16 -5.37
H -2.08 6.60 -4.98
H -1.71 7.51 -2.71
H -1.26 5.96 -0.82
*
```

E, a.u.: -2659.16229
ΔE to the lowest compared entry with this formula, charge and spin, kJ/mol: 17.49
F_max, hartree/bohr: 0.0078
Frontier orbital gap, eV: 7.00